No. 1
Molecular formula: C4H11NOP
Method: DFT, ωB97M-V/def2-TZVPD

Structure (XYZ):
```
18
Properties=species:S:1:pos:R:3
C -1.81774 1.18975 0.14408
C -1.77128 0.27626 -1.03025
C -0.28432 -0.73139 0.79335
C 0.90270 -1.44129 0.03158
N -0.68268 0.32390 -0.10895
O 1.65993 -0.44245 -0.59375
P 3.01561 0.39052 0.00694
H -1.57315 2.29517 0.16249
H -2.28494 0.86192 1.09780
H -2.19621 -0.68736 -1.05042
H -1.41660 0.69696 -1.94331
H -0.05212 -0.32396 1.78077
H -1.01467 -1.51168 0.82830
H 1.47781 -1.82562 0.88148
H 0.71549 -2.20778 -0.70111
H 0.28841 0.69651 -0.51638
H 2.24446 1.06030 1.08823
H 2.78930 1.38024 -0.87085
```

Values from the calculation:
Orbital gap ... 10.38 eV
Energy above the lowest of the compared OMol25 structures with the same formula, charge and spin ... 180.1 kJ/mol
HOMO ... -13.40 eV
Charge ... +1
SMILES string ... POCC[NH+]1CC1

***

No. 2
Molecular formula: C4H11NOS
Method: DFT, ωB97M-V/def2-TZVPD

Structure (XYZ):
```
18
Properties=species:S:1:pos:R:3
C -0.78842 -0.20494 -0.54441
N -0.65782 -0.80476 0.82613
C 0.09266 -2.04655 0.80382
O -0.83284 -3.12709 0.73339
C 0.38853 0.72189 -0.93114
C 0.20429 2.20397 -0.67855
S 0.74849 2.78643 0.96012
H -1.68157 0.42455 -0.42056
H -0.97069 -1.01244 -1.24533
H -0.13570 -0.08782 1.32739
H 0.78835 -2.26111 -0.02282
H 0.64812 -2.22046 1.73047
H -1.63053 -2.83320 1.14293
H 1.24766 0.26436 -0.42485
H 0.70477 0.56316 -1.97667
H 0.70108 2.75093 -1.47347
H -0.84862 2.49807 -0.76354
H 2.02224 2.38502 0.95708
```

Values from the calculation:
Orbital gap (alpha / beta) ... 2.06 / 8.97 eV
Spin multiplicity ... 2
Energy above the lowest of the compared OMol25 structures with the same formula, charge and spin ... 131.3 kJ/mol
HOMO (alpha / beta) ... 1.22 / -5.61 eV
Charge ... -1

***

No. 3
Molecular formula: C4H11NOS
Method: DFT, ωB97M-V/def2-TZVPD

Structure (XYZ):
```
18
Properties=species:S:1:pos:R:3
C -0.60289 1.52500 -0.93422
O -0.06148 1.97331 -2.17913
C -0.02331 0.12558 -0.49374
C -0.60568 -0.42024 0.91427
C 0.52976 -1.28546 1.49986
S 1.66158 -0.27048 2.65566
N -0.26653 -0.96997 -1.52579
H -0.28050 2.18391 -0.10444
H -1.62940 1.43250 -0.95550
H -0.11252 1.39170 -2.91735
H 1.07713 0.45972 -0.35632
H -0.70035 0.51343 1.45730
H -1.52223 -0.86866 0.59891
H 1.24653 -1.55303 0.69269
H 0.13721 -2.12265 2.00544
H 1.43328 1.01931 2.32066
H -0.83145 -1.62558 -0.96313
H 0.55084 -1.50839 -1.71516
```

Values from the calculation:
Orbital gap ... 10.12 eV
Energy above the lowest of the compared OMol25 structures with the same formula, charge and spin ... 213.9 kJ/mol
HOMO ... -9.26 eV
SMILES string ... N[C@@H](CO)CCS

***

No. 4
Molecular formula: C4H11NOS
Method: DFT, ωB97M-V/def2-TZVPD

Structure (XYZ):
```
18
Properties=species:S:1:pos:R:3
C -0.41131 -0.55912 0.56101
N -0.29418 -0.18653 -0.90067
C -1.59280 -0.04466 -1.48413
O -2.40229 -1.22604 -1.33144
C 1.11107 -0.45233 1.24213
C 1.44174 1.07952 1.32284
S 2.33375 1.21838 -0.20610
H -1.10556 0.29238 0.98936
H -0.97880 -1.49644 0.73869
H 0.38469 -0.91125 -1.21579
H -1.40877 0.17607 -2.59622
H -2.28284 0.75458 -0.95645
H -1.82488 -1.90474 -1.83879
H 1.78283 -0.97901 0.58099
H 0.87404 -0.83189 2.27996
H 2.07969 1.26011 2.17028
H 0.60236 1.67473 1.50169
H 1.69126 2.13625 -0.85737
```

Values from the calculation:
Orbital gap ... 9.07 eV
Energy above the lowest of the compared OMol25 structures with the same formula, charge and spin ... 275.2 kJ/mol
HOMO ... -8.25 eV
SMILES string ... OCNCCCS

***

Look up the energy above the lowest of the compared OMol25 structures with the same formula, charge and spin of the second one. 131.3 kJ/mol

***

Which of these has the highest energy above the lowest of the compared OMol25 structures with the same formula, charge and spin? number 4